{
  "formula": "C34H35N4O6PS4Sn",
  "method": "the ωB97M-V functional and the def2-TZVPD basis",
  "homo_lumo_gap_ha": 0.24679,
  "total_charge": 2,
  "homo_energy_ev": -11.78,
  "relative_energy_kcal_mol": 8.7,
  "lumo_ev": -5.07,
  "total_energy_ev": -112520.709,
  "symbols": ["Sn", "S", "S", "S", "S", "P", "O", "O", "O", "O", "O", "O", "N", "N", "N", "N", "C", "C", "C", "C", "C", "C", "C", "C", "C", "C", "C", "C", "C", "C", "C", "C", "C", "C", "C", "C", "C", "C", "C", "C", "C", "C", "C", "C", "C", "C", "C", "C", "C", "C", "H", "H", "H", "H", "H", "H", "H", "H", "H", "H", "H", "H", "H", "H", "H", "H", "H", "H", "H", "H", "H", "H", "H", "H", "H", "H", "H", "H", "H", "H", "H", "H", "H", "H", "H"],
  "xyz": [[-0.3980, -0.6868, -0.6362], [-3.9477, 0.7743, -2.4731], [-0.1446, 0.3335, 2.8986], [-6.7438, 1.8428, -2.6393], [-1.0279, 1.4756, -1.8011], [-2.2114, 2.1498, 2.8609], [1.6406, 0.3173, -0.1115], [-0.3165, -2.0831, -2.6141], [0.0476, -0.9260, 2.2548], [1.3093, -0.1845, -2.5368], [-1.3139, 1.1029, 1.9895], [0.9297, 1.2430, 3.0696], [0.2487, -2.7883, -4.6869], [3.6132, 1.3696, -0.3945], [-3.1606, 3.0404, -1.6071], [-4.4950, 3.1709, -1.8911], [-4.6412, 3.1945, 2.0698], [-0.4393, -4.0718, -4.5336], [-5.8985, 3.0756, 1.5038], [-6.4057, 6.3093, -2.5107], [-5.9762, 4.9968, -2.6469], [-4.5305, 5.3040, -0.7431], [-1.1740, 4.3563, 1.6839], [-5.5128, 0.7250, 1.0980], [-5.1503, 2.0555, -2.3415], [0.1754, 5.9837, 2.8256], [-3.8121, 2.0728, 2.1165], [-5.0380, 4.4957, -1.7560], [-2.9620, 1.3309, 5.4952], [-0.9445, -0.6324, 5.4034], [0.0199, 5.3008, 4.0264], [-0.7309, 4.1400, 4.0708], [4.5516, 2.1087, -1.2404], [-1.7786, -0.5181, 6.5097], [-4.2520, 0.8277, 1.6544], [-2.1210, 1.2337, 4.3985], [1.1517, -0.6794, -3.8435], [0.2918, -1.9219, -3.6872], [-2.7209, 1.8689, -1.8794], [-5.9055, 7.1186, -1.5035], [3.9758, 1.2064, 1.0173], [-1.3327, 3.6835, 2.8985], [-0.4098, 5.5091, 1.6567], [0.9002, -2.5582, -5.9729], [-6.3284, 1.8501, 1.0114], [-1.1296, 0.2565, 4.3650], [-4.9627, 6.6137, -0.6192], [2.4871, 0.8554, -0.8569], [2.2310, 0.8609, -2.3495], [-2.7713, 0.4542, 6.5565], [1.7969, 1.8236, -2.6438], [-0.8443, 3.5932, 4.9991], [-6.2424, 8.1428, -1.4084], [0.7502, 6.9001, 2.8007], [3.1493, 0.6841, -2.9118], [-3.7622, 2.0602, 5.5192], [5.3758, 2.4443, -0.6204], [-6.5417, 3.9425, 1.4303], [3.2751, 0.5289, 1.4898], [-3.6083, -0.0399, 1.7288], [-4.5579, 7.2402, 0.1653], [0.6371, 0.0463, -4.4832], [-0.2758, 6.0374, 0.7216], [-3.4141, 0.5162, 7.4240], [0.4897, 5.6776, 4.9247], [-7.1323, 6.7036, -3.2085], [4.0766, 2.9849, -1.6817], [-4.3060, 4.1441, 2.4712], [0.3320, -3.0733, -6.7425], [-1.6331, 3.9816, 0.7755], [-3.7854, 4.9056, -0.0691], [4.9815, 0.7931, 1.0711], [2.1215, -0.9356, -4.2770], [4.9602, 1.4859, -2.0367], [0.9245, -1.5002, -6.2239], [-5.8655, -0.2332, 0.7409], [-1.6555, -1.2019, 7.3381], [3.9474, 2.1636, 1.5374], [-1.2073, -4.1743, -5.2989], [-0.1870, -1.4042, 5.3497], [0.2857, -4.8791, -4.6420], [-6.3607, 4.3795, -3.4427], [-7.3012, 1.7707, 0.5455], [1.9177, -2.9545, -5.9801], [-0.8936, -4.1235, -3.5520]],
  "forces_ev_per_a": [[0.3, -0.2, -0.8], [0.0, 0.3, 0.0], [-0.3, -0.3, -0.3], [-0.1, -0.1, 0.0], [0.3, 0.3, -0.1], [0.0, -0.3, -0.2], [-0.4, -0.2, 0.2], [-0.2, 0.0, 0.3], [-0.1, 0.3, 0.4], [0.1, -0.2, 0.1], [0.4, -0.2, 0.3], [0.1, 0.1, 0.1], [-0.2, 0.0, 0.0], [0.0, 0.0, 0.1], [0.2, 0.3, 0.1], [0.0, -0.2, -0.2], [0.2, 0.0, 0.0], [0.0, 0.1, 0.0], [-0.1, 0.0, -0.1], [0.0, 0.0, 0.0], [0.1, -0.1, 0.0], [0.0, -0.1, 0.0], [0.0, 0.1, 0.0], [0.0, 0.0, 0.1], [0.1, 0.1, 0.3], [-0.1, 0.0, 0.0], [0.2, 0.2, 0.1], [0.1, 0.1, 0.1], [0.0, 0.0, 0.0], [0.2, -0.1, -0.1], [0.1, 0.1, 0.0], [-0.1, 0.0, 0.0], [-0.1, 0.0, -0.2], [0.0, 0.1, 0.0], [0.0, 0.0, -0.1], [0.0, 0.1, 0.0], [-0.1, 0.0, -0.1], [0.1, 0.0, -0.1], [-0.5, -0.4, 0.1], [0.0, 0.1, 0.0], [-0.1, 0.1, 0.0], [-0.5, -0.1, 0.0], [0.0, 0.0, -0.1], [0.2, 0.0, 0.0], [0.0, 0.0, 0.0], [-0.1, 0.1, -0.1], [0.0, -0.1, 0.0], [0.3, 0.0, 0.0], [-0.1, 0.1, 0.0], [0.0, 0.0, 0.0], [0.1, 0.0, -0.1], [0.0, 0.0, 0.0], [0.0, 0.0, 0.0], [0.0, 0.0, 0.0], [0.0, 0.0, 0.0], [0.0, 0.0, 0.0], [0.0, 0.0, 0.0], [0.0, 0.0, 0.0], [0.0, 0.0, 0.0], [0.0, 0.0, 0.0], [0.0, 0.0, 0.0], [0.1, 0.0, 0.0], [0.0, 0.0, 0.0], [0.0, 0.0, 0.0], [0.0, 0.0, 0.0], [0.0, 0.0, 0.0], [0.0, 0.0, 0.0], [0.0, 0.0, -0.1], [0.0, 0.0, 0.0], [0.0, 0.0, -0.1], [0.0, 0.0, 0.0], [0.0, 0.0, 0.0], [0.0, 0.1, 0.0], [0.0, 0.0, 0.1], [0.0, 0.0, 0.0], [0.0, 0.0, -0.1], [0.0, 0.0, 0.0], [0.0, 0.0, -0.1], [0.0, 0.0, 0.0], [0.0, 0.0, 0.0], [0.0, 0.0, 0.0], [0.0, 0.0, 0.0], [0.0, 0.0, 0.0], [0.0, 0.0, 0.0], [0.0, 0.0, 0.0]]
}